This record from the Open Molecules 2025 dataset describes a molecular structure, C9H13GdNO at a distorted geometry. The level of theory is ωB97M-V/def2-TZVPD.

```
! RIJCOSX wB97M-V def2-TZVPD def2/J DEFGRID3
* xyz -1 8
C -0.831 0.584 -2.317
C 0.574 0.666 -2.039
C 0.754 1.420 -0.838
C -0.533 1.795 -0.356
C -1.506 1.322 -1.289
Gd -0.481 -0.808 -0.310
N -3.313 0.242 0.515
C 0.664 -2.554 -1.025
C 1.789 -1.756 -0.980
H 1.711 1.706 -0.399
H 1.376 0.347 -2.703
H -0.713 2.449 0.500
H -2.569 1.550 -1.275
H -1.284 0.090 -3.174
H 2.185 -1.326 -1.901
H 0.583 -3.397 -0.312
H -4.186 -0.303 0.328
H 2.493 -1.792 -0.146
H 0.062 -2.687 -1.964
C 0.508 0.611 3.697
C 0.242 0.198 2.275
O 0.882 -0.559 1.539
H -0.483 0.958 4.041
H 1.215 1.461 3.781
H 0.862 -0.218 4.351
*
```

The LUMO energy (spin up / spin down) comes out at 3.19 / 2.04 eV. The calculation puts the total energy at -33903.2252 eV. As for the HOMO-LUMO gap (spin up / spin down): 3.30 / 4.91 eV. The calculation puts the energy above the lowest of the compared OMol25 structures with the same formula, charge and spin at 201.4 kcal per mole.

This record from the Open Molecules 2025 dataset describes a single C9H13IN2O molecule at a distorted geometry. The level of theory is ωB97M-V/def2-TZVPD.

```
! RIJCOSX wB97M-V def2-TZVPD def2/J DEFGRID3
* xyz 0 1
C 2.282 -0.630 0.031
C 2.399 -1.921 -0.309
C 0.464 -0.582 0.174
C -2.595 1.750 -0.313
C -1.191 2.401 -0.319
C -2.517 0.214 -0.323
C -0.311 1.657 0.741
C -1.748 -0.271 0.874
C 3.638 -2.668 -0.511
N 1.300 -2.628 -0.221
N -0.377 0.243 0.767
O 0.207 -1.842 0.039
I 3.438 1.059 -0.534
H -3.111 2.044 0.541
H -3.089 2.158 -1.144
H -0.573 2.269 -1.405
H -1.223 3.412 -0.061
H -3.414 -0.299 -0.375
H -1.868 -0.085 -1.243
H 0.702 1.899 0.593
H -0.614 1.919 1.787
H -2.157 0.089 1.840
H -1.537 -1.374 0.865
H 3.479 -3.808 -0.267
H 4.147 -2.653 -1.537
H 4.268 -2.352 0.314
*
```

The LUMO energy comes out at 0.53 eV. The calculation puts the total energy at -22667.4187 eV. As for the structure (SMILES): Cc1noc(N2CCCCC2)c1I. As for the HOMO-LUMO gap: 7.85 eV. The calculation puts the energy above the lowest of the compared OMol25 structures with the same formula, charge and spin at 40.4 kcal per mole.

This record from the Open Molecules 2025 dataset describes a single C9H13IO5 molecule at a distorted geometry. The level of theory is ωB97M-V/def2-TZVPD.

```
! RIJCOSX wB97M-V def2-TZVPD def2/J DEFGRID3
* xyz 0 1
C 0.704 -2.902 -0.975
C 1.645 -2.192 -0.425
C -2.148 0.531 -0.972
C -2.207 0.838 0.556
C -1.378 -0.226 1.241
C 0.042 0.332 0.915
C -0.210 1.891 1.061
C 1.826 -0.137 -2.280
C 1.660 -0.443 -0.743
O -1.646 1.250 -1.761
O -1.650 2.039 0.771
O -1.598 -0.247 2.618
O 0.113 2.255 2.344
O 0.453 0.114 -0.413
I 3.228 0.550 0.487
H 0.494 -3.973 -1.027
H -0.119 -2.324 -1.452
H 2.508 -2.632 0.122
H -2.507 -0.541 -1.114
H -3.315 0.885 0.758
H -1.465 -1.213 0.767
H 0.822 0.069 1.645
H 0.306 2.359 0.203
H 1.471 0.809 -2.559
H 1.167 -0.750 -2.829
H 2.933 -0.151 -2.474
H -1.114 0.547 3.034
H -0.015 3.263 2.502
*
```

The LUMO energy comes out at 0.26 eV. The calculation puts the total energy at -27878.2653 eV. As for the structure (SMILES): C=C[C@](C)(I)O[C@@H]1[C@@H](O)[C@H](C=O)O[C@H]1O. As for the HOMO-LUMO gap: 9.56 eV. The calculation puts the energy above the lowest of the compared OMol25 structures with the same formula, charge and spin at 76.1 kcal per mole.

This record from the Open Molecules 2025 dataset describes a molecular structure, C9H13N2O at a distorted geometry. The level of theory is ωB97M-V/def2-TZVPD.

```
! RIJCOSX wB97M-V def2-TZVPD def2/J DEFGRID3
* xyz 1 1
C -1.715 -2.657 0.625
C -0.346 -2.544 1.043
C -2.380 -1.644 0.040
C 0.291 -1.363 0.757
C -1.650 -0.431 -0.131
C 0.999 1.931 0.729
C 0.624 1.512 2.156
C 1.338 0.481 -2.446
C 0.486 1.473 -1.735
N -0.380 -0.354 0.165
N 0.662 1.110 -0.295
O 1.622 2.922 0.474
H -2.181 -3.641 0.892
H 0.203 -3.286 1.602
H -3.430 -1.791 -0.365
H 1.299 -1.063 1.058
H -2.160 0.396 -0.769
H 1.087 2.234 2.801
H 1.124 0.562 2.582
H -0.401 1.421 2.410
H 1.020 -0.470 -2.423
H 1.425 0.877 -3.418
H 2.361 0.413 -1.932
H 0.704 2.479 -1.896
H -0.600 1.434 -1.924
*
```

The LUMO energy comes out at -4.97 eV. The calculation puts the total energy at -14561.6271 eV. As for the HOMO-LUMO gap: 9.05 eV. The calculation puts the energy above the lowest of the compared OMol25 structures with the same formula, charge and spin at 98.5 kcal per mole.

This record from the Open Molecules 2025 dataset describes a molecular structure, C9H13N3 at a distorted geometry. The level of theory is ωB97M-V/def2-TZVPD.

```
! RIJCOSX wB97M-V def2-TZVPD def2/J DEFGRID3
* xyz 0 1
C 2.157 1.393 0.151
C 1.303 0.761 -1.193
C 1.160 -1.377 -0.385
C 2.218 -1.162 0.726
C -1.037 -0.170 -0.651
C -1.830 1.012 -0.496
C -2.965 1.233 0.314
C -3.499 0.075 0.731
C -2.903 -1.145 0.217
H 1.658 2.147 0.785
H 3.099 1.736 -0.208
H 0.754 1.286 -2.021
H 2.212 0.032 -1.776
H 1.610 -1.751 -1.240
H 0.509 -2.120 -0.042
H 3.505 -1.513 0.332
H 2.227 -1.697 1.742
H 1.083 0.274 1.601
H -1.260 1.926 -0.779
H -3.072 2.379 0.676
H -4.458 0.154 1.371
H -3.211 -2.242 0.541
N 0.387 -0.118 -0.904
N 2.167 0.284 1.251
N -1.814 -1.396 -0.743
*
```

The LUMO energy comes out at 0.43 eV. The calculation puts the total energy at -14006.6126 eV. As for the HOMO-LUMO gap: 8.36 eV. The calculation puts the energy above the lowest of the compared OMol25 structures with the same formula, charge and spin at 152.2 kcal per mole.

This record from the Open Molecules 2025 dataset describes a single C9H13N3 molecule at a distorted geometry. The level of theory is ωB97M-V/def2-TZVPD.

```
! RIJCOSX wB97M-V def2-TZVPD def2/J DEFGRID3
* xyz 0 1
C 1.343 1.948 0.339
C 0.178 1.598 0.901
C 2.400 1.118 -0.194
C 2.310 -0.142 -0.634
C -0.353 0.253 1.158
C 0.128 -0.969 0.470
C 1.070 -0.904 -0.688
C 0.234 -2.268 1.241
C -2.772 0.831 -0.875
N 0.777 -1.494 -1.760
N -1.563 0.049 -1.037
N -1.206 -0.505 0.186
H 1.562 3.008 0.295
H -0.455 2.396 1.272
H 3.355 1.621 -0.298
H 3.157 -0.620 -1.106
H -0.741 0.133 2.167
H 0.173 -3.121 0.568
H -0.575 -2.336 1.964
H 1.188 -2.302 1.767
H -3.024 1.284 -1.832
H -3.575 0.161 -0.567
H -2.670 1.621 -0.115
H -0.817 0.610 -1.460
H -0.123 -1.971 -1.760
*
```

The LUMO energy comes out at 0.11 eV. The calculation puts the total energy at -14010.7948 eV. As for the structure (SMILES): [H]/N=C1/C=CC=C[C@H]2N(NC)[C@@]12C. As for the HOMO-LUMO gap: 8.51 eV. The calculation puts the energy above the lowest of the compared OMol25 structures with the same formula, charge and spin at 55.7 kcal per mole.

This record from the Open Molecules 2025 dataset describes a single C9H13N3O4 molecule at a distorted geometry. The level of theory is ωB97M-V/def2-TZVPD.

```
! RIJCOSX wB97M-V def2-TZVPD def2/J DEFGRID3
* xyz 0 1
O -1.298 -2.142 -1.411
O 2.686 3.185 0.237
O 3.362 2.017 -1.515
N 1.226 0.421 -1.338
O 1.242 2.442 4.035
C -0.457 -1.360 -1.834
C 1.422 1.371 -0.430
C 0.043 -0.265 -1.003
C -0.459 0.289 0.131
N 0.443 1.267 0.572
N 2.549 2.233 -0.574
C 0.204 -1.576 -3.198
C -1.740 -0.082 0.812
C 1.373 0.229 3.184
C 0.335 2.104 1.799
C 1.414 1.716 2.798
H 1.946 2.203 4.663
H 1.203 -1.963 -3.057
H 0.270 -0.601 -3.750
H -0.308 -2.335 -3.778
H -1.587 -0.375 1.827
H -2.421 0.762 0.797
H -2.290 -0.872 0.328
H 1.617 -0.354 2.290
H 0.388 -0.011 3.533
H 2.079 -0.037 3.953
H -0.651 1.954 2.278
H 0.364 3.168 1.594
H 2.391 1.958 2.403
*
```

The LUMO energy comes out at -1.11 eV. The calculation puts the total energy at -22200.7702 eV. As for the structure (SMILES): CC(=O)c1nc([N+](=O)[O-])n(C[C@H](C)O)c1C. As for the HOMO-LUMO gap: 8.74 eV. The calculation puts the energy above the lowest of the compared OMol25 structures with the same formula, charge and spin at 101.4 kcal per mole.

This record from the Open Molecules 2025 dataset describes a gas-phase ion, C9H13N3S (charge +2) at a distorted geometry. The level of theory is ωB97M-V/def2-TZVPD.

```
! RIJCOSX wB97M-V def2-TZVPD def2/J DEFGRID3
* xyz 2 1
C 1.980 2.110 1.052
C 2.213 1.006 0.431
C 2.821 -0.070 -0.284
C -1.333 0.692 -0.325
C 1.156 -1.571 0.270
C -0.325 1.769 -0.016
C 0.726 1.200 0.949
C -2.233 1.252 -1.341
C -2.264 -1.414 0.192
N 2.358 -1.314 -0.223
N -1.375 -0.366 0.288
N 0.700 -2.682 0.651
S 4.385 0.265 -0.782
H 2.284 3.131 1.462
H 0.186 2.160 -0.903
H -0.808 2.611 0.492
H 0.354 0.502 1.751
H -3.131 0.742 -1.516
H -1.721 1.234 -2.225
H -2.310 2.283 -1.060
H -2.312 -1.840 1.105
H -1.961 -2.223 -0.690
H -3.271 -1.054 -0.104
H 2.907 -2.032 -0.771
H 1.037 -3.618 0.355
H -0.064 -2.774 1.243
*
```

The LUMO energy (spin up / spin down) comes out at -10.12 / -11.01 eV. The calculation puts the total energy at -24824.0487 eV. As for the structure (SMILES): C/N=C(\C)C[C@@H]1C=C1C(=S)[NH+]=C=[NH2+]. As for the HOMO-LUMO gap (spin up / spin down): 6.09 / 5.72 eV. The calculation puts the energy above the lowest of the compared OMol25 structures with the same formula, charge and spin at 149.7 kcal per mole.

This record from the Open Molecules 2025 dataset describes a gas-phase ion, C9H13N4 (charge +1) at a distorted geometry. The level of theory is ωB97M-V/def2-TZVPD.

```
! RIJCOSX wB97M-V def2-TZVPD def2/J DEFGRID3
* xyz 1 1
C -2.449 -0.488 -0.030
C -1.731 -0.698 -1.162
C -0.057 2.150 0.599
C -0.837 0.998 0.076
C -3.370 0.263 0.851
C 2.305 1.861 -0.083
C -0.584 0.190 -1.051
C 1.519 -0.451 0.175
C 0.480 -2.592 0.491
N 1.140 2.545 0.454
N -1.912 0.527 0.745
N 2.242 0.450 -0.446
N 1.407 -1.675 -0.199
H -0.718 2.763 1.147
H -3.987 0.941 0.266
H -3.892 -0.231 1.690
H 2.456 2.443 -1.117
H 3.107 2.225 0.645
H 0.087 0.335 -1.800
H 1.053 -0.103 1.032
H 0.696 -2.674 1.558
H -0.524 -2.187 0.275
H 0.545 -3.594 0.101
H 2.834 0.189 -1.297
H -1.881 -1.315 -2.092
H 2.070 -1.871 -0.827
*
```

The LUMO energy comes out at -3.06 eV. The calculation puts the total energy at -15492.6682 eV. As for the structure (SMILES): C/[NH+]=C/NC/N=C\c1ccc2n1C2. As for the HOMO-LUMO gap: 8.96 eV. The calculation puts the energy above the lowest of the compared OMol25 structures with the same formula, charge and spin at 128.6 kcal per mole.

This record from the Open Molecules 2025 dataset describes a gas-phase ion, C9H13N4O (charge +1) at a distorted geometry. The level of theory is ωB97M-V/def2-TZVPD.

```
! RIJCOSX wB97M-V def2-TZVPD def2/J DEFGRID3
* xyz 1 1
C 1.512 -0.633 1.747
C 1.894 0.408 2.580
C 0.411 0.940 0.283
C 0.814 1.916 1.310
C 0.575 -1.196 -0.515
C -1.507 -2.131 -0.599
C -1.573 -0.805 -1.265
C 0.375 3.313 1.011
C -2.753 -0.154 -1.818
N 0.798 -0.254 0.651
N 1.487 1.630 2.375
N -0.314 -0.309 -1.328
N 1.829 -1.355 -1.213
O -0.111 -2.372 -0.376
H 1.428 -1.665 1.896
H 2.597 0.188 3.477
H -1.948 -2.178 0.389
H -2.030 -2.964 -1.122
H 1.213 3.856 0.642
H -0.281 3.121 0.258
H 0.030 3.781 1.900
H -3.530 -0.261 -1.004
H -3.089 -0.590 -2.662
H -2.427 0.878 -2.094
H -0.017 0.330 -2.003
H 2.693 -1.162 -0.771
H 1.922 -2.329 -1.751
*
```

The LUMO energy comes out at -4.07 eV. The calculation puts the total energy at -17540.9708 eV. As for the HOMO-LUMO gap: 7.77 eV. The calculation puts the energy above the lowest of the compared OMol25 structures with the same formula, charge and spin at 93.4 kcal per mole.

This record from the Open Molecules 2025 dataset describes 2 unconnected molecules or ions with the total composition C9H13N4OS at a distorted geometry. The level of theory is ωB97M-V/def2-TZVPD.

```
! RIJCOSX wB97M-V def2-TZVPD def2/J DEFGRID3
* xyz 1 1
C -4.643 0.993 0.006
C -4.720 0.532 1.346
C -3.470 1.461 -0.471
C -3.662 0.464 2.199
C -2.322 1.322 0.378
C -2.389 0.815 1.672
C 2.259 0.175 -0.184
C 4.511 -0.040 -1.071
C 0.727 -1.513 0.666
N -0.992 1.681 0.064
N 3.259 -0.603 -0.717
N 1.141 -0.241 0.407
N -0.054 1.390 0.975
O 2.540 1.482 -0.254
S -0.790 0.826 2.316
H -5.557 1.091 -0.530
H -5.667 0.397 1.825
H -3.374 1.970 -1.539
H -3.708 0.142 3.166
H 4.635 0.410 -2.083
H 4.711 0.738 -0.304
H 5.268 -0.766 -0.940
H 1.488 -2.225 0.952
H -0.047 -1.503 1.488
H 0.209 -1.967 -0.310
H -0.803 1.811 -0.932
H 3.213 -1.597 -0.773
H 1.965 1.905 0.394
*
```

The LUMO energy (spin up / spin down) comes out at -4.27 / -4.27 eV. The calculation puts the total energy at -28378.0333 eV. As for the HOMO-LUMO gap (spin up / spin down): 7.82 / 7.82 eV. The calculation puts the energy above the lowest of the compared OMol25 structures with the same formula, charge and spin at 58.2 kcal per mole.

This record from the Open Molecules 2025 dataset describes 2 unconnected molecules or ions with the total composition C9H13NO at a distorted geometry. The level of theory is ωB97M-V/def2-TZVPD.

```
! RIJCOSX wB97M-V def2-TZVPD def2/J DEFGRID3
* xyz 0 1
C -2.119 -0.812 -1.443
C -2.290 -0.241 -0.064
O -1.420 0.439 0.445
N -3.544 -0.301 0.512
H -3.508 -0.062 1.493
H -4.176 -1.037 0.241
H -2.327 0.046 -2.081
H -2.856 -1.537 -1.792
H -1.093 -1.137 -1.549
C 0.987 0.276 2.458
C 1.392 0.240 1.015
C 1.640 1.380 0.275
C 1.592 -0.978 0.347
C 1.761 1.307 -1.121
C 1.689 -1.075 -1.020
C 1.694 0.108 -1.789
H -0.099 0.276 2.494
H 1.398 1.139 2.965
H 1.782 2.367 0.704
H 1.745 -1.878 0.922
H 1.615 2.228 -1.659
H 1.682 -1.999 -1.576
H 1.613 0.035 -2.864
H 1.274 -0.664 2.933
*
```

The LUMO energy comes out at 0.85 eV. The calculation puts the total energy at -13081.5868 eV. As for the structure (SMILES): Cc1ccccc1.CC(N)=O. As for the HOMO-LUMO gap: 9.38 eV. The calculation puts the energy above the lowest of the compared OMol25 structures with the same formula, charge and spin at 11.2 kcal per mole.